Record 1
ORCA calculation (ωB97M-V with the def2-TZVPD basis set) on a structure of composition C32H22F9MnN2O11P3S.

Atoms and positions in Å:
C1 -1.56 -3.41 -1.38
C2 -1.89 1.68 -6.07
O1 1.21 -2.75 3.75
F1 6.37 1.74 -0.15
H1 -3.42 1.83 -3.85
C3 -0.74 0.83 -2.03
O2 3.02 1.28 2.46
C4 -1.94 -3.93 -0.16
H2 3.15 3.62 -0.87
F2 -0.86 2.05 -6.86
O3 2.31 4.26 1.99
O4 0.95 -7.04 2.96
C5 -3.77 2.40 0.56
C6 -1.48 1.41 -4.66
H3 -0.75 -1.73 -2.41
H4 0.55 0.94 -5.18
O5 1.69 0.54 4.27
H5 -1.74 2.98 0.20
F3 -2.44 0.59 -6.67
O6 2.35 3.00 4.20
H6 1.21 0.44 -2.88
C7 0.19 0.74 -3.08
C8 1.74 2.03 -0.65
C9 -1.03 -2.13 -1.45
C10 -3.02 4.70 0.21
C11 -5.33 4.28 0.65
C12 -2.41 1.51 -3.64
H7 1.08 -4.18 4.06
P1 3.09 1.52 3.98
P2 1.32 3.73 3.18
C13 -2.04 1.22 -2.33
C14 4.10 1.69 -0.83
N1 1.77 -4.60 -0.26
C15 3.01 2.55 -0.81
P3 -0.27 0.35 -0.29
H8 -2.20 5.38 0.03
C16 -4.31 5.18 0.38
C17 -1.29 -1.90 0.92
F4 5.97 1.88 -2.27
H9 0.90 2.71 -0.57
F5 -1.77 -6.12 0.73
C18 5.48 2.22 -1.04
O7 1.57 -0.08 5.55
C19 -5.07 2.92 0.74
C20 1.49 -5.60 0.60
H10 1.76 -1.00 5.30
C21 1.05 -5.83 3.04
H11 1.92 -4.67 -1.25
O8 0.71 4.91 3.82
H12 -1.26 -1.29 1.82
C22 -0.18 1.02 -4.38
C23 -2.51 -5.32 -0.06
C24 2.65 -0.20 -0.52
Mn1 1.02 0.76 2.03
H13 2.38 5.21 2.11
H14 -6.34 4.64 0.80
H15 4.79 -0.33 -0.64
F6 -3.76 -5.32 0.46
O9 1.53 -1.31 2.09
F7 -2.59 -5.93 -1.26
O10 0.95 -5.19 4.19
N2 1.78 -3.40 0.31
C25 1.50 -3.62 1.58
H16 -1.68 -4.00 -2.29
C26 3.93 0.33 -0.67
H17 1.43 -6.63 0.31
H18 -4.51 6.25 0.32
H19 -2.16 -3.57 1.95
C27 -1.82 -3.17 1.00
F8 -2.82 2.66 -6.17
F9 5.55 3.56 -0.98
H20 -5.87 2.22 0.95
C28 -2.76 3.34 0.30
C29 -0.87 -1.37 -0.30
H21 2.50 -1.26 -0.35
C30 1.54 0.64 -0.54
S1 -3.45 0.69 0.63
H22 -2.77 1.26 -1.53
O11 0.46 2.65 2.54
C31 1.31 -5.01 1.83
C32 1.39 -2.47 2.54

The energy above the lowest of the compared OMol25 structures with the same formula, charge and spin is 691.9 kJ/mol. The expectation value of S² is 8.755. The maximum force comes out at 0.9 eV/Å. As for the highest occupied orbital energy (alpha / beta): -2.0 / -2.0 eV. Its spin multiplicity is 6. For the LUMO energy (alpha / beta), the calculation gives 3.7 / 3.7 eV. The HOMO-LUMO gap (alpha / beta) is 5.8 / 5.8 eV. The total charge is -2.

Record 2
ORCA calculation (ωB97M-V with the def2-TZVPD basis set) on a structure of composition C32H23BrN4O5S4Sr.

Atoms and positions in Å:
H1 -2.19 2.31 -0.04
H2 4.27 -0.64 -5.50
H3 7.25 -3.97 0.48
C1 -1.95 -0.69 -4.84
H4 -2.98 5.42 3.25
H5 5.76 -1.60 3.79
C2 4.83 -1.80 1.85
C3 3.63 -0.97 1.96
O1 -1.52 -1.88 1.28
C4 -3.37 3.71 1.98
H6 -3.66 -1.97 3.14
H7 -6.69 4.54 1.17
N1 1.69 -0.48 -2.64
C5 1.36 0.61 2.01
O2 0.31 -3.20 -4.46
S1 -1.60 1.29 -2.95
S2 5.21 -2.64 0.39
O3 -0.30 -2.31 -2.49
H8 -3.34 -0.55 -1.87
C6 -3.57 -2.13 -3.14
C7 -1.63 2.28 0.89
C8 -2.26 -0.15 -3.57
C9 2.19 0.57 3.14
C10 2.68 -0.90 0.91
C11 2.52 -1.52 -4.63
H9 0.42 2.62 5.22
C12 -1.33 2.90 3.17
C13 1.61 -1.44 -3.58
H10 -5.45 6.20 2.78
C14 -3.78 -1.19 2.39
C15 0.19 1.46 2.01
N2 -0.54 1.55 0.88
H11 -1.29 -0.13 -5.47
C16 6.82 -2.89 2.35
H12 4.37 1.18 -3.78
C17 -0.15 2.15 3.18
H13 4.00 -0.25 3.95
C18 5.79 -2.02 2.80
C19 -3.24 -2.67 -4.34
H14 -4.16 -2.62 -2.38
C20 0.70 2.07 4.33
H15 -1.65 3.41 4.08
N3 1.60 -0.16 0.93
C21 1.83 1.32 4.31
Br1 2.67 1.83 -1.49
O4 -3.58 -2.89 0.43
H16 2.83 -1.49 0.01
C22 -5.01 5.30 2.37
C23 3.54 -0.59 -4.71
C24 3.34 -0.23 3.09
N4 -3.11 -0.89 -2.81
H17 2.48 1.27 5.18
H18 -3.34 -0.26 2.75
C25 3.61 0.42 -3.76
Sr1 -0.49 -0.64 -0.74
H19 -2.12 -2.35 -6.15
O5 -3.04 -0.56 -0.03
C26 -2.42 -1.93 -5.20
S3 -2.94 -1.70 0.92
H20 7.66 -3.19 2.96
C27 -3.68 4.87 2.63
H21 -4.83 -1.05 2.16
H22 2.38 -2.31 -5.35
C28 2.64 0.41 -2.77
S4 -4.70 3.13 1.06
C29 -2.10 2.97 2.03
H23 -3.57 -3.67 -4.60
C30 6.63 -3.30 1.07
C31 0.44 -2.43 -3.51
C32 -5.67 4.45 1.54

The energy above the lowest of the compared OMol25 structures with the same formula, charge and spin is 0.0 kJ/mol. The maximum force comes out at 0.6 eV/Å. As for the highest occupied orbital energy: -7.7 eV. Its spin multiplicity is 1. For the LUMO energy, the calculation gives -0.8 eV. The HOMO-LUMO gap is 6.9 eV.

Number 1: E_tot -153534.3141 eV. Number 2: E_tot -163981.2530 eV.